Record 1
C6H10 | the ωB97M-V functional and the def2-TZVPD basis

Atoms and positions in Å:
C: -0.030 0.096 -1.346
C: -0.828 -0.056 -0.133
C: -0.854 -1.427 0.524
C: 0.392 1.135 1.392
C: 1.443 1.025 0.532
C: 1.917 0.726 -0.585
H: -1.266 -0.349 -1.394
H: 0.445 -0.770 -1.791
H: -0.141 0.988 -1.953
H: -1.618 0.656 0.078
H: -0.514 -1.379 1.560
H: -1.850 -1.881 0.518
H: -0.170 -2.099 -0.006
H: -0.070 2.118 1.507
H: 0.335 0.507 2.279
H: 2.810 0.710 -1.184

- Gap between HOMO and LUMO: 8.8 eV
- HOMO level: -7.7 eV
- LUMO energy: 0.0377 Eh

---

Record 2
C6H10 | the ωB97M-V functional and the def2-TZVPD basis

Atoms and positions in Å:
C: 0.600 -0.989 2.050
C: 0.335 0.184 1.178
C: -0.871 -0.440 -0.639
C: 0.625 -0.081 -0.225
C: 0.491 1.134 -1.173
C: -1.044 1.020 -1.085
H: 0.817 -1.957 1.564
H: -0.193 -1.107 2.797
H: 1.488 -0.693 2.632
H: -1.549 -0.856 0.113
H: -0.814 -1.133 -1.483
H: 1.370 -0.857 -0.465
H: 0.956 2.066 -0.842
H: 0.848 0.882 -2.178
H: -1.631 1.207 -1.988
H: -1.426 1.620 -0.257

- Gap between HOMO and LUMO: 8.7 eV
- HOMO level: -8.0 eV
- LUMO energy: 0.0240 Eh

---

Record 3
C6H10 | the ωB97M-V functional and the def2-TZVPD basis

Atoms and positions in Å:
C: 2.277 0.449 0.098
C: 1.222 -0.512 0.587
C: 0.054 -0.520 -0.291
C: -2.218 -0.515 -0.353
C: -0.980 0.364 -0.160
C: -0.995 1.628 0.193
H: 2.633 0.158 -0.895
H: 1.851 1.453 0.042
H: 3.140 0.440 0.769
H: 1.659 -1.512 0.661
H: 0.885 -0.196 1.578
H: 0.030 -1.275 -1.079
H: -3.028 -0.198 0.288
H: -2.562 -0.367 -1.378
H: -2.033 -1.579 -0.222
H: -1.934 2.182 0.162

- Gap between HOMO and LUMO (alpha / beta): 7.1 / 6.1 eV
- HOMO level (alpha / beta): -7.6 / -7.2 eV
- LUMO energy (alpha / beta): -0.0191 / -0.0402 Eh

---

Record 4
C6H10 | the ωB97M-V functional and the def2-TZVPD basis

Atoms and positions in Å:
C: 0.801 1.074 1.578
C: -0.263 0.983 -0.472
C: 1.109 0.778 0.085
C: -0.098 -2.121 -1.135
C: -1.158 -1.361 -0.845
C: -1.243 0.083 -0.589
H: 0.701 0.130 2.119
H: -0.175 1.568 1.684
H: 1.537 1.726 2.045
H: -0.539 2.037 -0.440
H: 1.849 1.469 -0.341
H: 1.510 -0.232 -0.036
H: 0.932 -1.780 -1.096
H: -0.247 -3.142 -1.474
H: -2.135 -1.834 -0.931
H: -2.258 0.472 -0.529

- Gap between HOMO and LUMO: 9.3 eV
- HOMO level: -8.4 eV
- LUMO energy: 0.0340 Eh
- SMILES: C=C/C=C\CC

---

Record 5
C6H10 | the ωB97M-V functional and the def2-TZVPD basis

Atoms and positions in Å:
C: -1.121 -1.138 -0.912
C: 0.111 -0.211 -0.942
C: -0.199 1.171 -0.340
C: 0.114 1.022 1.299
C: 0.969 -0.207 1.284
C: 1.160 -0.665 0.047
H: -0.860 -2.193 -1.065
H: -1.849 -0.857 -1.686
H: -1.618 -1.051 0.063
H: 0.512 -0.222 -1.971
H: 0.521 1.866 -0.827
H: -1.203 1.555 -0.528
H: -0.564 1.021 2.193
H: 0.695 1.926 1.461
H: 1.337 -0.729 2.164
H: 1.995 -1.286 -0.240

- Gap between HOMO and LUMO: 9.9 eV
- HOMO level: -8.8 eV
- LUMO energy: 0.0434 Eh
- SMILES: C[C@@H]1C=CCC1

---

Record 6
C6H10 | the ωB97M-V functional and the def2-TZVPD basis

Atoms and positions in Å:
C: -0.414 0.441 -2.126
C: -0.249 0.231 -0.653
C: 1.014 0.582 0.115
C: 0.890 -0.196 1.447
C: -0.546 -0.781 1.441
C: -1.166 -0.270 0.172
H: -0.596 1.491 -2.373
H: -1.253 -0.157 -2.500
H: 0.487 0.123 -2.668
H: -0.488 -1.850 1.218
H: 1.952 0.380 -0.417
H: 0.981 1.665 0.298
H: 1.105 0.447 2.309
H: 1.604 -1.024 1.490
H: -1.106 -0.671 2.375
H: -2.193 -0.511 -0.093

- Gap between HOMO and LUMO: 9.7 eV
- HOMO level: -8.6 eV
- LUMO energy: 0.0418 Eh
- SMILES: CC1=CCCC1

---

Record 7
C6H10 | the ωB97M-V functional and the def2-TZVPD basis

Atoms and positions in Å:
C: -0.022 1.776 -0.362
C: 0.059 0.507 -1.098
C: 0.908 -1.069 -0.187
C: 0.615 -0.652 1.202
C: -0.893 -0.816 0.845
C: -0.467 -0.847 -0.645
H: 0.790 2.500 -0.443
H: -0.746 1.929 0.410
H: -0.795 1.601 -1.404
H: 0.705 0.488 -1.964
H: 1.826 -1.337 -0.694
H: 1.026 -1.233 2.025
H: 0.857 0.422 1.381
H: -1.589 -0.030 1.166
H: -1.275 -1.795 1.157
H: -0.998 -1.444 -1.389

- Gap between HOMO and LUMO: 7.8 eV
- HOMO level: -6.7 eV
- LUMO energy: 0.0411 Eh

---

Record 8
C6H10 | the ωB97M-V functional and the def2-TZVPD basis

Atoms and positions in Å:
C: 1.867 0.223 0.247
C: 0.633 0.003 -1.072
C: -0.344 -1.125 -0.758
C: -1.523 -0.404 0.137
C: -0.752 0.684 0.928
C: 0.560 0.899 0.097
H: 2.035 -0.798 0.556
H: 2.730 0.865 0.562
H: 0.666 0.347 -2.118
H: -0.604 -1.769 -1.631
H: 0.088 -1.784 -0.003
H: -1.976 -1.175 0.780
H: -2.331 0.043 -0.463
H: -0.563 0.397 1.976
H: -1.247 1.664 0.947
H: 0.762 1.931 -0.185

- Gap between HOMO and LUMO: 9.9 eV
- HOMO level: -8.7 eV
- LUMO energy: 0.0452 Eh
- SMILES: C1C[C@@H]2C[C@@H]2C1

---

Record 9
C6H10 | the ωB97M-V functional and the def2-TZVPD basis

Atoms and positions in Å:
C: 2.077 -0.106 0.042
C: 0.627 -0.249 0.447
C: -0.928 -1.342 -0.858
C: -1.930 -0.371 -0.480
C: -1.639 0.733 0.224
C: -0.190 1.006 0.513
H: 2.576 0.572 0.753
H: 2.179 0.339 -0.951
H: 2.630 -1.050 0.062
H: 0.527 -0.842 1.366
H: -0.721 -1.365 -1.934
H: 0.006 -1.419 -0.189
H: -2.950 -0.538 -0.838
H: -2.396 1.453 0.514
H: 0.209 1.750 -0.191
H: -0.077 1.430 1.521

- Gap between HOMO and LUMO (alpha / beta): 7.9 / 7.9 eV
- HOMO level (alpha / beta): -7.3 / -7.3 eV
- LUMO energy (alpha / beta): 0.0248 / 0.0248 Eh

---

Record 10
C6H10 | the ωB97M-V functional and the def2-TZVPD basis

Atoms and positions in Å:
C: -1.746 -0.287 0.342
C: -0.287 -0.013 -0.069
C: 0.663 -1.108 0.312
C: 1.833 -0.900 0.911
C: 0.347 1.364 -0.150
C: -0.161 0.712 -1.392
H: -2.398 -0.302 -0.541
H: -1.838 -1.279 0.804
H: -2.162 0.438 1.049
H: 0.333 -2.133 0.134
H: 2.151 0.101 1.188
H: 2.521 -1.705 1.149
H: -0.128 2.241 0.275
H: 1.433 1.400 -0.086
H: 0.541 0.374 -2.147
H: -1.102 1.097 -1.779

- Gap between HOMO and LUMO: 10.3 eV
- HOMO level: -9.2 eV
- LUMO energy: 0.0423 Eh
- SMILES: C=CC1(C)CC1

---

Record 11
C6H10 | the ωB97M-V functional and the def2-TZVPD basis

Atoms and positions in Å:
C: -0.766 0.683 -1.650
C: 0.207 -0.172 -0.828
C: 0.898 0.678 0.269
C: 0.596 -0.004 1.648
C: -0.339 -1.118 1.275
C: -0.508 -1.234 -0.037
H: -1.488 1.160 -0.976
H: -1.334 0.091 -2.377
H: -0.233 1.471 -2.195
H: 0.936 -0.638 -1.507
H: 1.950 0.888 0.036
H: 0.383 1.642 0.310
H: 0.138 0.746 2.300
H: 1.436 -0.408 2.235
H: -0.784 -1.774 2.014
H: -1.093 -2.010 -0.519

- Gap between HOMO and LUMO: 10.3 eV
- HOMO level: -9.1 eV
- LUMO energy: 0.0447 Eh
- SMILES: C[C@@H]1C=CCC1

---

Record 12
C6H10 | the ωB97M-V functional and the def2-TZVPD basis

Atoms and positions in Å:
C: -0.771 -1.187 0.636
C: -1.341 0.258 0.622
C: -0.504 0.592 -0.641
C: 0.868 1.258 -0.429
C: 1.470 -0.117 -0.048
C: 0.168 -0.810 -0.523
H: -0.265 -1.508 1.554
H: -1.521 -1.940 0.374
H: -2.421 0.296 0.448
H: -1.118 0.867 1.505
H: -1.082 0.913 -1.512
H: 1.272 1.613 -1.384
H: 0.942 2.072 0.302
H: 1.637 -0.246 1.028
H: 2.388 -0.396 -0.572
H: 0.248 -1.480 -1.382

- Gap between HOMO and LUMO: 11.2 eV
- HOMO level: -9.9 eV
- LUMO energy: 0.0471 Eh
- SMILES: C1C[C@H]2CC[C@@H]12

---

Record 13
C6H10 | the ωB97M-V functional and the def2-TZVPD basis

Atoms and positions in Å:
C: 1.219 0.970 -0.219
C: 1.053 -0.013 0.934
C: 0.076 -1.096 0.481
C: -1.302 -0.539 0.156
C: -1.045 0.361 -1.045
C: 0.344 0.720 -1.361
H: 0.852 1.983 0.031
H: 2.264 1.109 -0.509
H: 2.026 -0.454 1.151
H: 0.720 0.481 1.850
H: 0.067 -1.944 1.159
H: -1.987 -1.340 -0.133
H: -1.757 -0.019 1.006
H: -1.588 1.307 -1.006
H: -1.386 -0.062 -1.983
H: 0.446 -1.464 -0.512

- Gap between HOMO and LUMO: 8.1 eV
- HOMO level: -7.6 eV
- LUMO energy: 0.0151 Eh

---

Record 14
C6H10 | the ωB97M-V functional and the def2-TZVPD basis

Atoms and positions in Å:
C: 1.078 -1.805 1.382
C: 1.021 -0.833 0.209
C: -0.335 -0.127 0.069
C: -0.342 0.845 -1.116
C: -1.349 1.910 -1.067
C: -2.142 2.814 -0.997
H: 0.881 -1.286 2.327
H: 2.061 -2.284 1.466
H: 0.334 -2.602 1.276
H: 1.808 -0.075 0.337
H: 1.272 -1.365 -0.719
H: -1.136 -0.867 -0.048
H: -0.555 0.434 0.985
H: 0.651 1.325 -1.143
H: -0.420 0.285 -2.056
H: -2.828 3.631 -0.905

- Gap between HOMO and LUMO: 11.0 eV
- HOMO level: -9.9 eV
- LUMO energy: 0.0412 Eh
- SMILES: C#CCCCC

---

Short version: ΔE to the lowest compared entry with this formula, charge and spin = 133.8 89.0 119.2 35.5 25.3 8.1 115.1 53.4 93.3 32.0 5.1 29.4 79.9 33.9 kcal/mol, in the order given.